Entry 1:
Formula: C4H8N2S
Source: OMol25
Level of theory: ωB97M-V/def2-TZVPD

Geometry as XYZ:
```
15
Properties=species:S:1:pos:R:3:forces:R:3
C -2.32761 0.05081 0.13066 1.8 0.8 -0.6
C 1.36805 -1.03403 0.34765 0.5 -1.4 -2.3
C 1.88118 0.24363 -0.29955 1.1 -0.1 3.1
C -0.33988 1.03250 -0.31015 3.5 0.2 -0.5
H -2.49619 1.10126 -0.17391 -1.1 -0.9 0.7
H -2.25627 -0.12280 1.17663 0.0 0.4 1.2
H -3.01891 -0.63427 -0.21380 -1.5 -1.2 -1.2
H 2.08268 -1.86030 0.12979 -0.4 0.5 0.8
H 1.15852 -0.84124 1.35466 0.0 -0.1 1.6
H 2.50741 0.09089 -1.14388 -0.4 0.0 -1.6
H 2.67595 0.62639 0.40649 -0.4 -0.6 -0.3
H -0.98985 1.88337 -0.26180 -0.1 0.4 0.2
N -0.99418 -0.13981 -0.48691 -1.1 -0.4 0.2
N 0.92532 1.27663 -0.24036 -1.8 1.1 -1.2
S -0.17622 -1.67302 -0.41552 0.2 1.2 0.0
```
Forces are in eV/Å.

LUMO, eV: 0.810
Energy above the lowest of the compared OMol25 structures with the same formula, charge and spin, eV: 2.402
SMILES string: CN1C=NCCS1
Frontier orbital gap, eV: 9.05
E, eV: -18091.341

---

Entry 2:
Formula: CH5PS2
Source: OMol25
Level of theory: ωB97M-V/def2-TZVPD

Geometry as XYZ:
```
9
Properties=species:S:1:pos:R:3:forces:R:3
C 1.18439 -0.62486 0.28745 -1.8 -1.2 1.0
P -1.73501 -0.86497 0.18061 1.3 1.0 2.6
S 1.40032 1.01761 0.00588 0.8 0.3 0.7
S -1.76794 1.23609 -0.14676 -1.0 -0.7 -0.9
H 1.42084 -1.61714 -0.12291 0.2 1.2 -0.6
H 0.92414 -0.70685 1.34459 0.3 -0.1 -0.1
H -1.96892 -1.08818 -1.09143 -0.5 -0.6 -2.8
H 1.49255 1.18377 -1.28787 0.0 -0.3 -1.1
H -0.95037 1.46453 0.83043 0.6 0.4 1.1
```
Forces are in eV/Å.

LUMO (spin up / spin down), eV: -0.530 / -0.015
Energy above the lowest of the compared OMol25 structures with the same formula, charge and spin, eV: 3.820
Frontier orbital gap (spin up / spin down), eV: 7.00 / 7.59
E, eV: -32074.237

---

Entry 3:
Formula: C4H15N2O
Source: OMol25
Level of theory: ωB97M-V/def2-TZVPD

Geometry as XYZ:
```
22
Properties=species:S:1:pos:R:3:forces:R:3
N 1.30594 -1.11535 -0.23801 -0.2 1.2 -1.1
C 0.09600 -0.16670 -0.13618 0.5 -0.7 0.5
C 0.58576 1.27048 -0.26172 -0.6 -0.1 -0.4
C -0.91414 -0.65258 -1.15361 -0.8 -0.1 0.3
N -2.18100 0.05653 -1.03343 -0.2 0.0 -0.4
C -2.56742 0.71846 0.19742 0.1 -0.1 0.4
H 1.07839 -2.06551 0.03198 0.1 -0.1 0.2
H 2.07659 -0.69983 0.29753 0.0 -0.3 0.6
H 1.60181 -1.10693 -1.21569 0.0 -0.3 -0.1
H -0.27537 -0.40732 0.86318 0.0 0.4 -0.1
H 0.43097 1.64354 -1.27724 0.0 -0.1 0.1
H 0.02188 1.92032 0.40834 0.2 -0.1 0.0
H 1.63529 1.34499 -0.02938 0.4 0.2 0.2
H -1.06460 -1.73163 -0.97542 0.1 0.0 -0.1
H -0.56010 -0.52779 -2.18247 0.3 0.0 0.1
H -2.93836 -0.52896 -1.34103 0.0 -0.1 -0.3
H -2.21613 1.75133 0.20034 -0.2 0.0 0.1
H -2.17089 0.21998 1.09042 -0.2 0.1 0.1
H -3.66023 0.70847 0.28161 0.3 0.1 -0.1
H 3.73462 -0.80095 1.96784 -0.3 0.4 0.0
H 2.99036 0.35092 2.65542 -0.1 0.0 -0.1
O 2.99062 -0.18146 1.85012 0.5 -0.5 0.0
```
Forces are in eV/Å.

Net charge: +1
LUMO, eV: -3.233
Energy above the lowest of the compared OMol25 structures with the same formula, charge and spin, eV: 1.211
Frontier orbital gap, eV: 8.95
E, eV: -9412.451

---

Entry 4:
Formula: C20H21NO5
Source: OMol25
Level of theory: ωB97M-V/def2-TZVPD

Geometry as XYZ:
```
47
Properties=species:S:1:pos:R:3:forces:R:3
O -4.19672 0.25916 0.42470 -2.2 1.4 0.2
O -3.04736 -4.13079 3.33764 -1.1 0.2 -0.6
O -1.90090 -5.50723 1.36902 -2.2 1.4 -1.2
O -2.66001 -0.34798 -1.05457 0.7 -1.5 0.0
O 1.89078 2.83661 0.21639 -2.3 -0.1 0.9
C -3.29651 -0.44404 0.13997 1.2 -0.6 0.6
C -3.49385 -3.85267 2.21484 3.7 0.5 2.1
C 5.09590 2.21810 -3.66968 -1.3 -4.0 0.7
C 4.68192 3.45355 -3.31378 1.7 1.5 -2.9
C 4.54376 1.07117 -2.99350 1.5 1.6 0.7
C 0.45898 1.47781 1.78503 1.7 2.2 2.9
C 0.87675 0.74822 -0.37519 1.3 2.3 0.0
C 4.10294 3.63488 -2.13979 -2.5 1.0 4.3
C 3.91064 1.29968 -1.79181 -0.3 0.8 -0.5
C -0.27119 0.34337 2.04768 0.3 0.3 -1.0
C 0.29620 -0.44923 -0.11828 -0.7 -0.4 -0.4
C 1.11058 1.75517 0.55814 -1.8 -1.8 1.6
C 3.77113 2.58537 -1.26059 -0.1 -2.0 -1.4
C -0.38060 -0.58713 1.06963 -1.5 -2.3 0.3
N -3.15858 -4.68182 1.20672 0.8 -1.1 -0.8
C -3.09506 0.58999 -2.09660 -2.0 -0.2 3.8
C 3.24964 2.59540 0.14176 2.1 -0.2 0.9
C -1.30806 -1.77543 1.36738 0.8 -1.8 -2.9
C -3.37767 -1.26972 2.73766 -1.9 0.5 -2.3
C -2.81877 -1.44980 1.27357 0.4 0.2 1.0
C -3.89498 -2.43525 1.86656 -0.4 1.0 0.4
H -1.78898 -5.67398 2.31887 -0.8 0.5 0.2
H 5.76822 2.00142 -4.43126 0.9 0.1 -1.6
H 4.91290 4.32969 -3.96598 -0.1 -0.8 0.7
H 4.80881 0.02003 -3.02622 0.3 0.1 -1.4
H 0.59739 2.00305 2.78107 0.2 0.4 -1.7
H 1.19651 1.18444 -1.27502 0.6 -0.9 -2.0
H 3.82013 4.64423 -1.85033 0.2 0.0 0.2
H 3.47759 0.44486 -1.31889 0.1 -0.3 0.8
H -0.70712 0.08114 2.98938 -0.1 0.6 0.6
H 0.31216 -1.23825 -0.85093 -0.3 -0.1 -0.3
H -3.32881 -4.31568 0.25837 1.0 -0.8 0.6
H -4.00969 0.27311 -2.56624 -0.4 -0.1 0.0
H -3.19051 1.53106 -1.58480 -0.7 0.5 0.0
H -2.35867 0.73714 -2.76880 2.7 -0.3 -2.1
H 3.74197 3.46180 0.56707 0.1 0.1 0.8
H 3.57317 1.63156 0.75503 -0.7 1.9 -1.4
H -1.05283 -2.22817 2.33097 -0.2 0.0 -0.2
H -1.04264 -2.53628 0.53509 -0.4 0.8 1.4
H -2.80772 -1.50482 3.59944 1.0 -0.4 0.2
H -4.04466 -0.40214 2.93906 0.2 -1.0 -0.5
H -4.96621 -2.38163 1.62120 0.7 0.5 -0.6
```
Forces are in eV/Å.

LUMO, eV: 0.632
Energy above the lowest of the compared OMol25 structures with the same formula, charge and spin, eV: 7.734
SMILES string: COC(=O)[C@@]1(Cc2ccc(OCc3ccccc3)cc2)C[C@@H]1C(=O)NO
Frontier orbital gap, eV: 9.63
E, eV: -32802.258

---

Entry 5:
Formula: C14H37BF6HgN4O7S2
Source: OMol25
Level of theory: ωB97M-V/def2-TZVPD

Geometry as XYZ:
```
72
Properties=species:S:1:pos:R:3:forces:R:3
Hg 0.06282 0.79854 -0.26767 0.1 -0.4 -0.6
C -0.36048 5.22841 0.81585 0.2 0.3 -0.6
F -0.98944 6.39813 0.83459 0.0 -0.3 0.2
F 0.96054 5.46661 0.83042 -0.2 0.0 0.3
F -0.66448 4.51884 1.89827 0.1 0.1 0.0
S -0.70257 4.34142 -0.83459 0.8 -1.2 0.2
O -1.70234 5.05363 -1.54667 -0.6 0.2 0.1
O 0.57910 4.21115 -1.42602 0.6 -0.2 0.1
N -1.18966 2.80635 -0.34708 -1.0 2.2 0.0
S -2.71782 2.91516 0.16285 -0.5 -1.2 0.1
O -3.06296 1.69368 0.84902 0.3 -0.2 -0.3
O -3.07129 4.14027 0.79487 0.0 0.4 0.1
C -3.79472 2.83670 -1.37183 -0.2 0.0 0.1
F -4.83209 2.02448 -1.09125 0.3 0.2 -0.3
F -4.26589 4.02729 -1.70182 0.0 -0.3 0.0
F -3.12163 2.31607 -2.41291 -0.2 0.1 0.2
B 1.47904 1.13111 -2.24398 -0.4 -0.2 -0.1
H 2.00448 1.52316 -1.19475 0.1 0.1 0.3
H 2.29504 1.24366 -3.11841 0.1 0.1 0.1
H 1.20978 -0.04972 -2.13954 0.0 -0.3 -0.4
H 0.46817 1.74418 -2.51722 0.0 0.1 -0.1
C -1.51685 0.43035 4.02886 0.2 0.0 -0.3
C -0.84142 0.80966 2.71130 0.0 0.1 0.6
C 0.59876 1.22866 2.93529 0.3 0.2 0.4
O 1.15475 1.61748 1.69216 0.0 -0.2 0.4
C 2.38381 2.31715 1.74394 0.3 0.9 -0.5
N -0.97344 -0.28453 1.71222 -0.1 1.1 0.6
H -2.59197 0.36254 3.86623 0.0 -0.1 0.1
H -1.34081 1.16494 4.81468 0.0 0.0 0.0
H -1.12876 -0.53980 4.35115 -0.1 0.0 0.2
H -1.32549 1.70034 2.31844 -0.1 -0.2 -0.2
H 1.22987 0.48456 3.44592 -0.1 -0.3 -0.3
H 0.60872 2.08951 3.61531 -0.2 0.1 -0.1
H 2.72325 2.50012 2.76300 0.0 -0.3 0.1
H 2.25345 3.29728 1.27338 -0.1 -0.1 0.1
H 3.14994 1.81588 1.15111 0.0 -0.3 0.2
H -0.68955 -1.13645 2.18683 0.0 -0.1 -0.4
H -1.96888 -0.35105 1.51189 0.0 0.0 -0.1
C -3.64425 -1.56229 -1.08618 0.1 -0.1 0.7
C -2.12491 -1.60102 -1.25620 -0.8 0.5 -0.4
C -1.73260 -2.60847 -2.32292 -0.4 -0.9 0.0
O -0.51207 -3.24500 -1.98468 0.4 0.7 -0.3
C 0.36081 -3.45675 -3.08492 -0.5 0.4 -0.2
N -1.68643 -0.21793 -1.63420 0.3 -1.1 0.4
H -4.05723 -2.54484 -0.85370 0.1 -0.1 -0.2
H -4.13212 -1.16913 -1.97879 -0.1 0.0 0.0
H -3.89913 -0.94924 -0.21677 -0.1 0.3 -0.3
H -1.67148 -1.88651 -0.30755 0.2 0.0 -0.1
H -1.73759 -2.12128 -3.30620 0.5 0.1 0.0
H -2.48536 -3.40279 -2.42908 -0.1 0.1 0.3
H 0.33972 -2.60926 -3.78274 0.0 0.1 0.2
H 0.02905 -4.32798 -3.65559 0.4 -0.2 0.1
H 1.37372 -3.51492 -2.69608 0.0 -0.5 0.0
H -1.00390 -0.29835 -2.38299 -0.1 0.3 -0.2
H -2.50212 0.27441 -1.97500 0.2 0.3 -0.1
C 1.97562 -2.32121 2.06363 -0.4 -0.9 -0.9
C 2.40399 -1.64436 0.76004 0.5 -0.3 0.6
C 3.56143 -2.42202 0.16042 0.5 0.6 -1.1
O 3.15705 -3.73786 -0.14078 0.2 0.1 0.4
C 4.08192 -4.42210 -0.94408 0.4 -0.6 -0.2
N 1.26998 -1.57667 -0.16742 0.5 -0.5 -0.1
H 2.79413 -2.44358 2.76759 -0.1 0.4 0.3
H 1.69899 -3.34688 1.78245 0.0 0.1 0.1
H 1.05962 -1.89958 2.47051 0.4 0.3 0.4
H 2.81902 -0.65204 0.96843 -0.4 0.2 -0.1
H 4.47715 -2.35016 0.76707 -0.2 -0.5 0.4
H 3.87631 -1.93783 -0.78298 -0.3 0.1 0.1
H 5.12611 -4.16282 -0.73454 -0.1 0.2 0.2
H 3.92447 -4.26506 -2.01781 -0.2 0.2 0.1
H 3.98938 -5.48922 -0.73221 -0.1 0.1 -0.1
H 1.65146 -1.43410 -1.10131 -0.1 0.4 0.0
H 0.91026 -2.52889 -0.25927 -0.4 0.2 0.2
```
Forces are in eV/Å.

LUMO, eV: 0.284
Energy above the lowest of the compared OMol25 structures with the same formula, charge and spin, eV: 0.000
Frontier orbital gap, eV: 9.83
E, eV: -78233.551

---

Entry 6:
Formula: C26H25F3NO
Source: OMol25
Level of theory: ωB97M-V/def2-TZVPD

Geometry as XYZ:
```
56
Properties=species:S:1:pos:R:3:forces:R:3
C 4.48033 1.45208 2.43909 0.4 -0.2 0.2
C 3.88042 0.22808 2.78357 0.2 0.2 -0.3
C 2.90746 -0.31950 1.94564 -1.0 -0.4 0.3
C 2.43846 0.36619 0.80578 0.6 0.6 0.4
C 1.14005 0.03008 0.08428 -0.5 -1.5 2.4
C 1.38339 -0.02554 -1.33907 -4.2 -1.0 -2.3
N 0.63261 -0.75729 -2.20641 2.7 1.6 2.0
C 0.96355 -0.65760 -3.65888 0.4 -0.7 0.0
C -0.11973 -1.26354 -4.53227 -0.2 -0.5 -0.4
O -0.49140 -2.56967 -4.07810 -0.1 1.0 1.1
C -1.08108 -2.49692 -2.76330 -0.6 -0.1 -0.5
C -0.13962 -1.87729 -1.70155 -0.9 -1.7 0.1
C 3.14653 1.51141 0.41657 -0.2 0.2 0.9
C 4.12981 2.07878 1.24191 -0.1 -0.5 0.0
H 5.28362 1.87243 3.08640 -0.9 -0.3 -0.6
H 4.16157 -0.27649 3.72218 -0.2 0.2 -0.7
H 2.41524 -1.26437 2.24980 0.3 0.7 -0.2
H 0.74669 -0.91457 0.47277 0.5 -0.3 -0.4
H 2.00672 0.66603 -1.85423 0.8 0.4 0.0
H 1.12824 0.39128 -3.89854 -0.1 0.0 0.0
H 1.88965 -1.21528 -3.83792 -0.1 0.1 0.2
H -0.97110 -0.56768 -4.56032 -0.1 -0.4 -0.1
H 0.26473 -1.43718 -5.55822 -0.2 0.4 0.6
H -2.02922 -1.88608 -2.78437 0.8 -0.6 -0.2
H -1.32306 -3.56461 -2.50318 0.2 1.2 0.0
H 0.54076 -2.69998 -1.36829 -0.1 0.8 -0.2
H -0.76405 -1.57244 -0.83881 0.4 0.0 -0.5
H 2.85181 2.02705 -0.48386 0.0 0.3 -0.1
H 4.60978 3.00819 0.95746 0.0 -0.1 -0.1
F -4.77187 -1.83318 -2.29565 0.1 1.2 -0.1
C -4.68376 -0.46985 -2.42275 -0.6 -0.2 -0.9
F -4.34444 -0.20413 -3.72780 -0.3 -0.3 1.1
F -5.94498 0.02733 -2.24244 1.3 -0.5 0.0
C -3.64834 0.08930 -1.47090 -1.3 -1.2 0.7
C -2.75417 1.03719 -1.87777 -0.5 1.1 -1.8
C -1.75630 1.44528 -1.04382 1.1 -0.6 1.4
C -1.58272 0.86972 0.24781 -0.5 -0.6 -2.1
C -0.20575 0.94887 0.83199 0.8 2.8 0.2
C -0.18405 0.86917 2.35299 1.4 -0.7 0.3
C 0.52473 1.82217 3.15228 -0.3 -1.3 -0.9
C 0.94175 1.47751 4.43153 0.1 0.6 0.5
C 0.60650 0.24731 4.99900 -0.5 0.0 -0.5
C -0.18004 -0.64368 4.26266 -0.2 0.0 0.2
C -0.58351 -0.33816 2.96106 0.8 0.4 0.1
C -2.68262 0.11860 0.72515 0.4 -0.7 0.3
C -3.65873 -0.37196 -0.14036 0.2 1.1 -0.6
H -2.85691 1.49350 -2.89035 0.1 -0.5 0.9
H -1.03087 2.16978 -1.38039 0.2 0.1 -0.1
H 0.23134 1.92236 0.52010 -0.6 -0.2 0.5
H 0.81714 2.76541 2.71250 0.1 0.0 0.0
H 1.55946 2.19285 5.00729 -0.5 -0.5 -0.4
H 0.91306 0.00052 6.00961 0.1 0.0 -0.2
H -0.48660 -1.59834 4.69734 0.1 0.3 -0.1
H -1.11958 -1.07843 2.37846 0.2 -0.1 0.1
H -2.76029 -0.17187 1.77217 0.2 0.0 -0.3
H -4.44061 -1.05281 0.19215 0.2 0.2 0.0
```
Forces are in eV/Å.

Net charge: +1
LUMO, eV: -4.772
Energy above the lowest of the compared OMol25 structures with the same formula, charge and spin, eV: 0.393
SMILES string: FC(F)(F)c1ccc([C@@H](c2ccccc2)[C@@H](C=[N+]2CCOCC2)c2ccccc2)cc1
Frontier orbital gap, eV: 7.19
E, eV: -39049.887

---

Entry 7:
Formula: CH2BrN3
Source: OMol25
Level of theory: ωB97M-V/def2-TZVPD

Geometry as XYZ:
```
7
Properties=species:S:1:pos:R:3:forces:R:3
C -1.47395 -0.99030 0.96558 2.2 -1.7 -0.6
N -0.53008 -1.84059 0.52682 -2.2 1.7 1.7
N -1.26138 0.10851 0.16240 3.3 -2.2 2.4
N -0.26666 -0.83861 -0.45923 -0.5 2.1 -1.1
Br -4.22945 0.37602 2.04199 0.4 -0.3 -0.1
H -2.04082 0.43823 -0.25512 -2.8 1.3 -2.6
H 0.63141 -0.31814 -0.34457 -0.4 -0.9 0.4
```
Forces are in eV/Å.

LUMO (spin up / spin down), eV: -1.948 / -3.694
Energy above the lowest of the compared OMol25 structures with the same formula, charge and spin, eV: 6.914
Frontier orbital gap (spin up / spin down), eV: 8.23 / 6.54
E, eV: -75575.247

---

Entry 8:
Formula: F8N4NaO16S8
Source: OMol25
Level of theory: ωB97M-V/def2-TZVPD

Geometry as XYZ:
```
37
Properties=species:S:1:pos:R:3:forces:R:3
Na 0.05931 -0.19932 -0.34042 -0.4 0.1 0.3
N -1.71310 4.54176 -0.25234 -1.4 -2.5 0.0
S -0.68360 4.67169 0.86738 5.1 2.1 4.4
O 0.60022 4.04037 0.58119 -1.8 0.8 0.7
O -1.20134 4.60017 2.26182 1.3 0.5 -3.0
F -0.32057 6.25057 0.63980 -0.5 -0.4 0.2
S -2.19663 3.01694 0.16974 -6.2 -1.1 -1.4
O -3.15528 2.96829 1.29763 3.1 -0.4 -1.4
O -1.35448 1.90540 -0.22454 -0.8 1.4 0.7
F -3.40805 3.02835 -0.96313 1.2 -0.3 -0.3
N 1.33227 0.35349 -2.22049 1.7 2.3 -0.3
S 2.27588 1.70539 -2.38156 7.0 1.3 3.9
O 1.66864 2.97170 -2.13333 -0.4 -0.6 -1.2
O 3.46338 1.57928 -3.26912 -3.3 0.1 1.0
F 3.07706 1.54572 -0.94619 -1.0 -0.6 -0.9
S 0.59579 0.66394 -3.54625 -8.4 -0.2 -4.0
O 1.29913 0.45434 -4.76597 0.9 0.1 -0.1
O -0.43835 1.75679 -3.60026 3.2 -2.5 0.7
F -0.39233 -0.62273 -3.50816 0.5 0.1 0.4
N -0.48536 -5.33730 -0.27933 -0.3 3.8 -2.1
S -0.90300 -3.85231 -1.03744 3.1 3.9 -4.1
O -0.41841 -2.57284 -0.41391 -1.7 -3.5 -0.7
O -2.09761 -3.76956 -1.86723 1.1 -0.7 2.0
F 0.21651 -3.94658 -2.21878 -0.3 -0.7 0.8
S -1.53386 -5.08963 0.82835 -3.7 -1.7 5.7
O -2.92277 -5.28680 0.39515 1.8 0.4 0.7
O -1.30000 -4.06211 1.85565 -0.2 -2.0 -2.2
F -1.21788 -6.49462 1.59757 0.0 0.5 -0.1
N 0.37938 -0.66781 1.96127 3.6 -2.8 1.2
S 1.65364 -1.70181 2.55791 1.3 -0.8 -2.6
O 1.15882 -2.53804 3.61432 0.9 0.6 -0.7
O 3.00899 -1.11529 2.49370 -2.4 -0.6 2.0
F 1.90885 -2.59127 1.27054 -1.4 -0.8 0.0
S 0.90470 0.54797 2.80937 -4.4 5.8 0.2
O 2.00613 1.29711 2.25976 -0.6 -0.7 1.3
O 0.53325 0.45519 4.22445 2.0 0.0 -1.5
F -0.39946 1.49350 2.28272 1.4 -0.8 0.6
```
Forces are in eV/Å.

Net charge: -3
LUMO, eV: 5.741
Energy above the lowest of the compared OMol25 structures with the same formula, charge and spin, eV: 5.666
Frontier orbital gap, eV: 8.36
E, eV: -151555.182